C29H21Br2F3N3O2S2Yb as an isolated structure, computed with wB97M-V/def2-TZVPD.

Structure (XYZ):
```
63
Properties=species:S:1:pos:R:3:mulliken_charge:R:1
Yb 1.23467 -0.73578 -1.23164 0.55
Br 6.45087 0.26242 -6.07994 -0.27
Br 3.07017 -1.45448 0.58966 -0.63
S -0.23943 -2.87908 -2.54834 -0.42
S 0.31957 2.72212 -2.23774 -0.25
F -1.20843 -5.90148 -2.28184 -0.24
F -2.92783 -6.14178 -1.02834 -0.34
F -2.89753 -4.56998 -2.48194 -0.22
O -0.96473 0.44772 -2.14614 -0.25
O -3.91013 2.97662 -0.85114 -0.64
N -0.05803 -2.49328 0.00706 0.24
N 0.11387 0.59572 0.48026 -0.24
N -1.19173 0.24202 0.11996 0.28
C -4.89013 -1.03268 -1.22824 -0.80
C 0.31517 0.55022 1.81766 -0.06
C -5.51383 1.26562 -0.93374 -0.62
C 3.04247 2.74922 5.16626 -0.51
C 1.32857 3.53622 3.68026 -0.50
C -3.56163 -0.66618 -1.23534 -0.30
C 2.25307 2.55292 4.03486 0.96
C 5.03497 0.00132 -4.80384 0.28
C -0.64573 -3.25958 -0.94694 0.30
C 1.15487 4.65222 4.47326 -0.51
C 1.40827 0.89602 2.47216 -0.27
C 2.93347 -0.37078 -2.94434 0.18
C -5.86793 -0.06238 -1.06844 -0.43
C -3.18653 0.66702 -1.10044 0.07
C -1.72673 0.96442 -0.99704 0.50
C -1.16923 -3.71048 1.73046 -1.25
C -1.79873 -4.50398 0.77836 -0.24
C -2.12393 -5.20788 -1.58794 0.56
C 1.90447 4.81062 5.62826 -0.42
C 4.27557 1.08172 -4.40694 -0.88
C 2.33317 1.29132 3.30126 -1.08
C 4.78567 -1.25868 -4.30394 -0.65
C -4.17433 1.64792 -0.96934 0.39
C -1.52513 -4.30438 -0.55784 -0.01
C 0.05627 1.13872 -2.63024 0.11
C 3.25237 0.88372 -3.49134 0.10
C -0.29003 -2.74058 1.28746 -0.11
C 2.85937 3.86462 5.96226 -0.47
C 3.75237 -1.42658 -3.38984 -0.25
H 0.27377 -2.13598 1.99116 0.51
H 3.59097 -2.43648 -3.01294 0.31
H 1.74697 5.67432 6.25766 0.36
H -2.78953 -1.40938 -1.36004 0.27
H -1.84793 0.15332 0.90046 0.41
H 4.46947 2.06762 -4.80584 0.38
H -1.35483 -3.84798 2.78216 0.42
H -2.47743 -5.28978 1.07716 0.51
H -0.51563 0.15722 2.42466 0.44
H -1.46843 2.04712 -0.97134 -0.18
H -5.15633 -2.07058 -1.33904 0.48
H 3.79317 2.01722 5.42726 0.35
H 2.67247 1.75892 -3.21274 0.07
H 3.45927 4.00102 6.84936 0.36
H -6.25393 2.04282 -0.80604 0.43
H 0.75477 3.41422 2.77266 0.45
H 0.43277 5.40512 4.18996 0.37
H 5.38747 -2.09958 -4.61634 0.38
H 3.17567 0.64432 3.52076 0.35
H -6.91283 -0.33818 -1.05184 0.37
H -2.98723 3.16432 -1.06354 0.32
```

For the frontier orbital gap (spin up / spin down), the calculation gives 4.61 / 4.61 eV. As for the net charge: -1. Its HOMO energy (spin up / spin down) is -4.9478 / -4.9764 eV. Its spin multiplicity is 1.

A 4-piece molecular cluster, C16H25N9O8P2 overall, computed with wB97M-V/def2-TZVPD.

Structure (XYZ):
```
60
Properties=species:S:1:pos:R:3:mulliken_charge:R:1
P 3.16809 -2.81215 -0.42234 0.63
P -1.94378 -0.55968 -0.86835 0.38
O -1.06236 5.51269 -3.41082 -0.66
O -0.46956 5.94883 2.48756 -0.69
O -4.02446 -2.51106 1.66792 -0.45
O 1.21145 -0.62577 -1.89945 -0.54
O 2.81036 -1.59757 0.53971 -0.50
O 2.26440 -4.88940 -2.66807 -0.53
O 4.65101 -2.61192 -0.94774 -0.51
O 2.59502 5.06888 6.67304 -0.66
N 2.17415 -2.71746 -1.79377 0.29
N 0.83331 4.33365 -2.98202 -0.36
N -1.02742 5.99481 0.29134 -0.33
N -1.45770 0.51500 -1.90289 -0.69
N 1.03387 5.21951 0.94225 -0.26
N 1.83933 5.49471 4.57346 -0.26
N 2.91722 -4.16453 0.29368 -0.62
N 0.77067 6.39294 6.40142 -0.36
N -1.23137 3.33381 -2.79045 -0.25
C -0.25080 -6.43029 -1.74054 -1.17
C -0.17596 5.73725 1.31756 0.66
C -1.46538 -2.30973 -1.16092 -0.17
C -4.00154 -3.42714 0.88764 0.11
C 1.07598 -1.80046 -1.75596 -0.26
C 1.64761 -4.03853 -2.11624 -0.16
C -0.16048 -2.65463 -1.52328 0.54
C -2.36585 -3.36808 -0.99652 1.17
C 0.23140 -6.92005 -0.45741 -0.45
C -3.80937 -3.17104 -0.59267 -1.67
C -0.53357 4.45902 -3.08685 0.57
C -0.69428 -4.99733 -1.55109 0.24
C 1.79312 5.61341 5.93233 0.53
C 0.20889 -3.96937 -1.71656 0.34
C -1.97724 -4.67284 -1.18899 -0.83
C 0.63521 -7.27218 0.60849 0.18
H -1.06082 -7.05734 -2.10008 0.49
H 1.69279 5.00912 1.66618 0.15
H 1.02059 -7.43161 1.58022 0.44
H -0.80612 2.46133 -2.51263 0.29
H 1.28290 5.03984 -0.01252 0.17
H -3.34517 -0.57870 -0.85265 0.05
H 2.57367 4.92911 4.19387 0.16
H 5.25372 -2.55781 -0.19418 0.36
H 3.75010 -4.73464 0.34102 0.21
H 1.38628 5.14174 -3.19774 0.21
H 2.00439 -1.86096 1.00800 0.37
H 1.17973 5.93583 3.95056 0.19
H 0.58871 -6.47085 -2.42338 0.38
H 1.29083 3.48152 -2.71710 0.16
H -2.23040 3.38167 -2.85243 0.18
H 0.10128 6.84224 5.80550 0.19
H -4.22051 -2.21805 -0.87861 0.60
H -0.80597 5.82757 -0.67500 0.12
H -0.89283 0.05754 -2.60818 0.21
H -1.56070 -0.31135 0.46624 0.12
H -2.68444 -5.47516 -1.03739 0.52
H -4.37725 -3.92722 -1.13588 0.40
H -1.92739 6.37296 0.51873 0.19
H 0.69922 6.50600 7.39418 0.21
H -4.12260 -4.46609 1.22976 0.38
```

As for the SMILES: C#CCc1cc(CC=O)c([PH2]=N)c2c1C(=O)N(P(=N)(O)O)C2=O.NC(N)=O.NC(N)=O.NC(N)=O. For the frontier orbital gap, the calculation gives 8.08 eV. Its HOMO energy is -9.3442 eV. Its spin multiplicity is 1.

C33H34IrN4O3 as an isolated structure, computed with wB97M-V/def2-TZVPD.

Structure (XYZ):
```
75
Properties=species:S:1:pos:R:3:mulliken_spin:R:1
Ir -0.08180 -0.02498 0.26439 1.47
O -1.01897 0.07038 2.55893 0.09
O 2.08033 -0.72487 5.03496 0.27
O 1.00299 -0.79831 2.87946 0.03
N -2.19539 -0.09062 -0.38700 0.01
N 0.06231 2.00451 0.31669 0.18
N -4.61633 -0.41950 -0.70964 0.00
N -0.13472 -2.08262 0.11815 0.06
C -1.14956 0.79749 5.31401 -0.03
C 1.82960 0.11175 -0.09463 0.21
C -0.21449 -3.21817 0.01306 -0.03
C -5.93556 0.52215 1.14915 0.00
C -6.64916 1.42934 0.14870 0.00
C -0.10015 0.13437 4.74697 0.17
C -0.91548 -5.29424 1.08803 0.00
C 1.30550 2.47306 -0.10557 0.45
C -1.11209 1.13819 6.67804 0.29
C 1.07018 -0.17626 5.56484 0.14
C 3.66534 1.65850 -0.45866 0.02
C -0.96603 2.92799 0.50677 0.05
C -3.04479 4.80244 0.84926 -0.01
C 0.47869 4.70774 -0.39306 0.32
C -0.06399 -0.22376 3.28090 0.02
C -0.78737 4.28163 0.12048 -0.03
C -5.75040 1.74537 -1.04524 0.00
C -2.17080 2.56999 1.12592 0.01
C 4.06045 -0.73135 -0.47574 0.06
C 1.50346 3.80480 -0.45840 -0.12
C 1.16109 -5.18060 -0.34909 0.00
C -3.19399 3.49036 1.28626 0.06
C -1.12487 -4.96899 -1.40909 0.00
C -1.84473 5.18544 0.28707 0.05
C 1.06958 0.17047 6.95904 0.19
C -5.43765 -0.74608 0.47402 0.00
C -3.32628 -0.26476 -0.53343 0.01
C -0.00991 0.81668 7.48641 -0.05
C 4.52280 0.58396 -0.58367 0.07
C -0.27790 -4.67943 -0.16318 0.00
C -5.26307 0.46600 -1.70663 0.00
C 2.72138 -0.96153 -0.23240 0.04
C 2.30135 1.44467 -0.22720 -0.07
H -6.09189 -0.10450 -2.13151 0.00
H -4.83650 -1.36321 1.14050 0.00
H 1.61500 -4.75169 -1.24226 0.00
H -1.95077 1.66366 7.11434 0.01
H 2.36593 -1.97898 -0.14067 0.02
H -4.54447 0.65622 -2.50170 0.00
H -4.11111 3.19035 1.77903 0.01
H -3.84839 5.51640 0.97191 0.00
H -2.29215 1.57225 1.50921 -0.01
H -6.59696 0.25451 1.97505 0.00
H -0.02961 1.09422 8.53127 0.00
H -6.26980 -1.35376 0.11168 0.00
H -4.88481 2.32819 -0.71532 0.00
H -6.28154 2.34984 -1.78211 0.00
H -0.66456 -4.55487 -2.30546 0.00
H 5.57406 0.76681 -0.76717 0.00
H -1.92932 -4.92337 1.23833 0.00
H 1.94600 -0.08951 7.53669 0.00
H 4.05730 2.66378 -0.53689 0.01
H -7.56390 0.93828 -0.20023 0.00
H -0.32714 -5.07995 1.97988 0.00
H -0.96167 -6.37555 0.95806 0.00
H 1.78122 -4.93272 0.51230 0.00
H -2.12955 -4.55839 -1.30953 0.00
H -2.00482 1.06213 4.70679 0.01
H -1.69057 6.21110 -0.02608 0.00
H 1.14274 -6.26505 -0.45881 0.00
H 4.74900 -1.55868 -0.58300 0.01
H -5.07814 1.04856 1.57912 0.00
H 2.47879 4.10999 -0.81173 -0.01
H -6.96032 2.35325 0.63752 0.00
H 0.61411 5.73852 -0.68952 0.02
H 1.71751 -0.87763 3.89039 -0.01
H -1.20555 -6.04948 -1.52962 0.00
```

For the frontier orbital gap (spin up / spin down), the calculation gives 4.33 / 3.92 eV. As for the net charge: +1. The relative energy (zero: lowest compared OMol25 entry of this formula, charge and spin) comes out at 0.602 eV. Its HOMO energy (spin up / spin down) is -6.8984 / -9.7635 eV. Its spin multiplicity is 5.

C41H45N4O3S2V as an isolated structure, computed with wB97M-V/def2-TZVPD.

Structure (XYZ):
```
96
Properties=species:S:1:pos:R:3:mulliken_spin:R:1
V -0.81733 -0.24806 0.01803 2.83
S 1.05376 -1.95257 -2.16056 0.01
S 0.18582 1.21981 -2.57008 0.01
O -2.07581 -1.95484 -0.44484 -0.03
O -1.00269 0.42861 -2.06517 0.01
O 0.87651 -1.55833 -0.70459 0.00
N -4.20196 -2.59889 -0.72537 0.01
N -0.49736 -0.82909 2.14981 0.01
N 0.42452 1.45650 0.81267 0.04
N 2.47338 -0.63752 1.58266 0.01
C -1.77592 6.91881 -3.13688 0.00
C 1.47850 -0.68952 -5.87454 0.00
C 3.71489 -1.35108 -1.79734 0.00
C 2.49219 -6.27286 -2.11194 0.00
C 1.50365 -1.89349 -8.40447 0.00
C 2.58242 -1.14411 -2.62046 0.01
C 4.90169 0.32489 -3.06775 0.00
C -3.27531 -1.64481 -0.55519 0.01
C 2.57761 -2.08949 -7.51098 0.00
C 2.40626 -5.55624 -3.30627 0.00
C 1.43039 -0.07295 -4.58676 0.00
C 2.12708 -5.63935 -0.92814 0.00
C -0.06597 5.11972 -3.53887 0.00
C -2.82293 0.57091 0.47794 -0.01
C 3.84582 1.47864 -4.93726 0.00
C -1.63110 3.22599 -2.23566 0.01
C 0.38671 3.81944 -3.43206 0.00
C 1.63870 -3.63241 -2.11919 -0.01
C 6.10949 2.01267 -4.30396 0.00
C -0.55378 0.44547 2.88694 0.00
C 1.93035 -1.26337 2.78592 0.00
C 1.97803 -4.24107 -3.31988 0.00
C -0.41238 2.88054 -2.78827 0.00
C 4.98525 2.20791 -5.13146 0.00
C 0.37698 1.50615 2.29567 0.00
C 0.51519 -1.79546 2.61369 0.05
C -3.71581 -0.20778 -0.50058 -0.01
C 1.69610 -4.31988 -0.92212 0.00
C -1.29967 5.49973 -3.00184 0.00
C 0.44243 -1.11498 -8.04246 0.00
C 2.98129 -7.69417 -2.10007 0.00
C -0.70411 0.30667 -6.37978 0.00
C 2.58910 -0.25008 -3.65987 -0.01
C -0.74408 0.87907 -5.14822 0.00
C 6.06759 1.09109 -3.29676 0.00
C 0.40026 -0.49608 -6.77089 0.00
C 4.84671 -0.63575 -2.02143 0.00
C 3.77334 0.51821 -3.89876 0.00
C 0.33680 0.68495 -4.25848 0.01
C -2.06681 4.54156 -2.35101 0.00
C 2.56883 -1.50140 -6.27828 0.00
H -0.38583 -0.96168 -8.72308 0.00
H 2.67576 -6.03926 -4.23744 0.00
H 2.91335 -8.14507 -3.08873 0.00
H -3.19976 0.36883 1.49341 0.01
H -2.99936 1.64416 0.32712 0.01
H 0.02745 2.48411 2.62760 0.00
H 3.40126 -1.65018 -5.60183 0.00
H 3.41504 -2.70669 -7.80871 0.00
H 2.52072 -2.12298 3.12682 0.00
H 6.92724 0.93406 -2.65704 0.00
H -2.70051 7.08104 -2.58606 0.00
H 4.02586 -7.73695 -1.78551 0.00
H 3.66774 -2.08614 -1.00274 0.00
H 5.02795 2.93779 -5.92906 0.00
H 0.51961 -2.61579 1.89158 -0.03
H -3.91296 -3.55836 -0.81579 0.00
H -1.40251 -1.27748 2.25724 0.02
H 2.17459 -6.18755 0.00518 0.00
H 3.48068 -0.56618 1.64274 0.00
H -1.57933 0.79735 2.81480 0.00
H -0.31864 0.31254 3.95003 0.00
H 1.38813 1.37594 2.67227 0.00
H 1.52608 -2.36241 -9.37914 0.00
H 7.00588 2.59462 -4.47151 0.00
H 1.91140 -3.69486 -4.25555 0.00
H -1.02746 7.61820 -2.76278 0.00
H 2.99169 1.63134 -5.58499 0.00
H -1.51878 0.44949 -7.07865 0.00
H 5.72585 -0.78967 -1.40776 0.00
H 0.22246 -2.21248 3.58426 0.00
H -1.58924 1.47730 -4.83298 0.00
H 2.40418 -8.30257 -1.40434 0.00
H -3.02213 4.82241 -1.92488 0.00
H -4.79746 -0.16356 -0.31821 0.00
H 0.15219 2.35199 0.42455 0.01
H 1.95398 -0.53765 3.60368 0.00
H 2.22717 -1.16719 0.75346 0.01
H -1.95828 7.16576 -4.18404 0.00
H 1.34626 3.53386 -3.85024 0.00
H -5.17255 -2.36379 -0.82319 0.00
H 0.54366 5.85846 -4.04528 0.00
H -2.22008 2.47390 -1.72522 -0.01
H 1.40271 -3.82386 -0.00678 0.00
H -3.55903 0.16519 -1.52088 0.00
H 1.38865 1.27010 0.54921 0.01
```

For the frontier orbital gap (spin up / spin down), the calculation gives 6.32 / 7.28 eV. As for the net charge: +1. Its HOMO energy (spin up / spin down) is -8.5451 / -9.5073 eV. Its spin multiplicity is 4.